1.
DFT (ωB97M-V with the def2-TZVPD basis set) results for C2H2N2O2 in the gas phase in a non-equilibrium geometry.

Cartesian coordinates (Å):
C: -1.03 -1.00 0.06
C: 1.30 0.39 0.04
N: 0.03 -1.56 -0.10
N: 0.21 1.07 -0.06
O: 2.44 0.24 0.07
O: -1.14 0.41 -0.05
H: -1.96 -1.60 0.08
H: 0.14 2.05 -0.05

LUMO (alpha / beta)   -0.012 / -0.012 eV
Kohn-Sham gap (alpha / beta)   0.32333 / 0.32338 hartree

Table of Mulliken atomic charges, one value per atom, all in e: atom 1 (C): 0.07, atom 2 (C): 0.48, atom 3 (N): -0.52, atom 4 (N): -0.02, atom 5 (O): -0.32, atom 6 (O): -0.31, atom 7 (H): 0.36, atom 8 (H): 0.26

***

2.
DFT (ωB97M-V with the def2-TZVPD basis set) results for a molecular structure, C2H2N2O2 in a non-equilibrium geometry.

Cartesian coordinates (Å):
O: -1.09 0.76 2.18
C: -0.07 0.76 1.61
N: -0.81 -0.49 -0.31
C: 0.29 -0.32 -0.83
N: 1.45 -0.03 -1.07
O: 1.01 0.84 1.18
H: -1.59 -0.89 -0.78
H: 0.82 -0.63 -1.98

LUMO   0.205 eV
Kohn-Sham gap   0.37946 hartree

Table of Mulliken atomic charges, one value per atom, all in e: atom 1 (O): -0.40, atom 2 (C): 0.77, atom 3 (N): -0.59, atom 4 (C): 0.67, atom 5 (N): -0.54, atom 6 (O): -0.45, atom 7 (H): 0.22, atom 8 (H): 0.32

***

3.
DFT (ωB97M-V with the def2-TZVPD basis set) results for 2 unconnected molecules or ions with the total composition C2H2N2O2S in a non-equilibrium geometry.

Cartesian coordinates (Å):
C: -1.32 1.15 -0.03
C: -1.20 -0.03 -0.72
N: -1.38 2.14 0.57
N: 2.04 -0.08 0.06
O: 3.09 0.50 0.05
O: 1.68 -1.10 0.58
S: -0.76 -1.49 0.00
H: -1.27 -0.03 -1.80
H: -0.88 -1.08 1.27

LUMO (alpha / beta)   -1.166 / -2.202 eV
Kohn-Sham gap (alpha / beta)   0.34334 / 0.21824 hartree

Mulliken atomic charge list, values in e, 8 entries: atom 1 (C): 0.32, atom 2 (C): -0.35, atom 3 (N): -0.37, atom 4 (N): 0.73, atom 5 (O): -0.41, atom 6 (O): -0.33, atom 7 (S): -0.14, atom 8 (H): 0.36

***

4.
DFT (ωB97M-V with the def2-TZVPD basis set) results for C2H2N2O2S in the gas phase in a non-equilibrium geometry.

Cartesian coordinates (Å):
C: -0.38 1.96 0.07
C: 0.96 1.60 0.11
N: -1.29 2.54 -0.39
N: -0.70 -0.99 0.08
O: 1.63 0.57 0.15
O: 1.35 -1.93 -0.82
S: 0.88 -1.33 0.40
H: -1.28 -1.51 -0.59
H: -1.15 -0.91 0.99

LUMO (alpha / beta)   -0.826 / -0.826 eV
Kohn-Sham gap (alpha / beta)   0.26061 / 0.26053 hartree

Mulliken atomic charge list, values in e, 8 entries: atom 1 (C): 0.30, atom 2 (C): 0.17, atom 3 (N): -0.39, atom 4 (N): -0.47, atom 5 (O): -0.38, atom 6 (O): -0.47, atom 7 (S): 0.67, atom 8 (H): 0.29

***

no.,molecular weight (g mol⁻¹),energy (eV)
1,86.05,-9176.64891
2,86.05,-9179.31780
3,118.12,-20010.98050
4,118.12,-20012.03123